# C68H152O31

A 13-piece molecular cluster, C68H152O31 overall (wB97M-V/def2-TZVPD, the Open Molecules 2025 dataset).

Results
Strongest force on any atom: 0.089 hartree/bohr
HOMO: -9.29 eV
Frontier orbital gap: 9.4 eV

Each line ends with the Mulliken charge.
Cartesian coordinates (Å):
C (-13.812, 11.659, -15.206)  -1.19
C (-13.292, 11.522, -13.774)  -0.42
C (-13.180, 10.039, -13.303)  -0.66
C (-11.961, 9.264, -13.814)  -0.50
C (-11.705, 7.864, -13.287)  -0.40
C (-10.406, 7.183, -13.834)  -1.23
H (-13.141, 11.345, -16.005)  0.33
H (-14.006, 12.711, -15.413)  0.36
H (-14.767, 11.160, -15.366)  0.30
H (-12.321, 11.997, -13.635)  0.30
H (-14.007, 12.099, -13.188)  0.30
H (-14.100, 9.505, -13.541)  0.33
H (-13.080, 9.965, -12.221)  0.34
H (-12.008, 9.257, -14.903)  0.28
H (-11.055, 9.811, -13.554)  0.27
H (-11.662, 7.846, -12.198)  0.33
H (-12.525, 7.197, -13.554)  0.29
H (-10.498, 7.005, -14.905)  0.31
H (-9.556, 7.858, -13.727)  0.32
H (-10.092, 6.326, -13.237)  0.37
C (0.395, 11.794, -8.777)  -0.87
O (0.363, 11.698, -10.213)  -0.27
C (1.615, 11.967, -10.833)  -0.43
C (1.632, 11.703, -12.336)  -0.69
O (1.364, 10.298, -12.651)  -0.36
C (-0.016, 10.021, -12.869)  -0.26
C (-0.322, 8.519, -12.872)  -0.65
O (-0.118, 7.858, -11.631)  -0.30
C (-1.059, 8.117, -10.627)  -0.58
H (1.072, 11.104, -8.273)  0.34
H (-0.585, 11.806, -8.300)  0.26
H (0.803, 12.779, -8.546)  0.37
H (2.377, 11.298, -10.434)  0.32
H (1.958, 12.987, -10.658)  0.40
H (2.600, 12.001, -12.738)  0.36
H (0.918, 12.304, -12.899)  0.36
H (-0.355, 10.474, -13.800)  0.37
H (-0.622, 10.491, -12.094)  0.25
H (0.380, 8.066, -13.572)  0.27
H (-1.297, 8.326, -13.319)  0.41
H (-2.108, 7.940, -10.866)  0.34
H (-0.999, 9.124, -10.214)  0.12
H (-0.873, 7.448, -9.787)  0.23
C (-1.527, -2.101, -21.679)  -0.72
O (-1.395, -3.488, -21.697)  -0.30
C (-2.600, -4.114, -22.149)  -0.46
C (-2.264, -5.583, -22.477)  -0.48
O (-3.126, -6.174, -23.396)  -0.26
C (-3.014, -7.625, -23.526)  -0.52
C (-3.814, -8.201, -24.717)  -0.53
O (-5.187, -8.075, -24.457)  -0.30
C (-6.079, -8.029, -25.543)  -0.75
H (-1.650, -1.734, -22.698)  0.31
H (-0.674, -1.589, -21.234)  0.25
H (-2.445, -1.831, -21.158)  0.30
H (-3.114, -3.663, -22.998)  0.36
H (-3.375, -4.059, -21.384)  0.31
H (-2.286, -6.194, -21.575)  0.25
H (-1.231, -5.679, -22.811)  0.30
H (-3.296, -8.098, -22.585)  0.31
H (-1.962, -7.859, -23.690)  0.38
H (-3.618, -9.263, -24.864)  0.35
H (-3.637, -7.618, -25.621)  0.34
H (-6.018, -8.962, -26.103)  0.30
H (-5.899, -7.185, -26.208)  0.31
H (-7.094, -7.949, -25.153)  0.24
C (0.908, -6.666, -8.755)  -0.74
O (-0.220, -6.917, -9.618)  -0.37
C (-1.370, -6.036, -9.446)  -0.33
C (-1.034, -4.541, -9.774)  -0.50
O (-2.288, -3.816, -9.682)  -0.20
C (-2.152, -2.419, -9.333)  -0.46
C (-3.458, -1.802, -8.900)  -0.62
O (-3.988, -2.170, -7.611)  -0.41
C (-4.097, -3.563, -7.326)  -0.53
H (1.675, -7.417, -8.945)  0.27
H (0.616, -6.884, -7.727)  0.33
H (1.344, -5.672, -8.848)  0.27
H (-1.700, -6.072, -8.408)  0.24
H (-2.065, -6.516, -10.135)  0.24
H (-0.578, -4.367, -10.748)  0.32
H (-0.336, -4.174, -9.022)  0.34
H (-1.775, -1.915, -10.223)  0.38
H (-1.490, -2.390, -8.467)  0.37
H (-4.248, -2.072, -9.600)  0.35
H (-3.406, -0.715, -8.965)  0.35
H (-3.141, -4.070, -7.186)  0.16
H (-4.664, -4.087, -8.095)  0.26
H (-4.622, -3.639, -6.373)  0.28
C (-12.613, 2.908, -17.483)  -0.65
O (-12.981, 1.664, -16.857)  -0.31
C (-12.524, 0.562, -17.675)  -0.39
C (-13.013, -0.751, -17.027)  -0.73
O (-12.374, -1.070, -15.822)  -0.21
C (-12.725, -2.366, -15.319)  -0.44
C (-11.652, -2.663, -14.182)  -0.66
O (-10.252, -2.667, -14.600)  -0.35
C (-9.775, -1.372, -14.940)  -0.61
H (-12.825, 3.765, -16.843)  0.26
H (-13.182, 3.101, -18.393)  0.29
H (-11.537, 2.920, -17.660)  0.22
H (-11.448, 0.547, -17.849)  0.25
H (-12.868, 0.572, -18.709)  0.40
H (-12.953, -1.520, -17.796)  0.42
H (-14.075, -0.676, -16.792)  0.32
H (-12.680, -3.090, -16.132)  0.35
H (-13.727, -2.394, -14.890)  0.33
H (-11.813, -3.600, -13.649)  0.38
H (-11.764, -1.982, -13.338)  0.36
H (-8.690, -1.463, -15.000)  0.27
H (-9.927, -0.555, -14.233)  0.31
H (-10.037, -1.072, -15.954)  0.18
C (3.171, -0.395, -9.744)  -0.70
O (1.969, 0.342, -10.105)  -0.25
C (2.207, 1.762, -9.770)  -0.50
C (0.861, 2.568, -9.938)  -0.63
O (-0.206, 2.212, -9.057)  -0.40
C (0.065, 2.138, -7.640)  -0.49
C (0.421, 3.525, -7.015)  -0.36
O (0.850, 3.347, -5.656)  -0.36
C (1.340, 4.481, -4.980)  -0.73
H (3.537, -0.104, -8.760)  0.34
H (3.976, -0.394, -10.479)  0.26
H (2.789, -1.407, -9.615)  0.19
H (2.891, 2.168, -10.516)  0.42
H (2.640, 1.876, -8.776)  0.37
H (0.429, 2.319, -10.907)  0.34
H (1.071, 3.638, -9.952)  0.35
H (0.858, 1.443, -7.363)  0.27
H (-0.820, 1.760, -7.129)  0.36
H (-0.494, 4.113, -7.090)  0.34
H (1.191, 4.100, -7.529)  0.32
H (0.502, 5.179, -4.996)  0.32
H (2.202, 4.943, -5.460)  0.28
H (1.478, 4.237, -3.926)  0.26
C (11.272, -1.244, -18.724)  -0.56
O (10.214, -0.494, -19.386)  -0.34
C (9.000, -1.247, -19.555)  -0.71
C (7.885, -0.830, -18.625)  -0.25
O (8.306, -1.038, -17.272)  -0.31
C (7.642, -0.377, -16.193)  -0.66
C (6.208, -0.910, -15.943)  -0.46
O (5.315, -0.532, -17.002)  -0.32
C (3.964, -0.996, -16.988)  -0.72
H (12.178, -0.639, -18.726)  0.22
H (11.546, -2.133, -19.292)  0.25
H (10.845, -1.403, -17.733)  0.23
H (9.013, -2.313, -19.328)  0.37
H (8.693, -1.085, -20.589)  0.35
H (6.955, -1.395, -18.686)  0.24
H (7.620, 0.218, -18.761)  0.35
H (7.715, 0.697, -16.364)  0.37
H (8.186, -0.569, -15.268)  0.34
H (5.734, -0.644, -14.999)  0.48
H (6.371, -1.986, -16.006)  0.31
H (3.540, -0.860, -15.993)  0.28
H (3.904, -2.042, -17.289)  0.30
H (3.350, -0.392, -17.656)  0.24
C (2.055, 12.229, -21.884)  -0.78
O (1.102, 12.318, -20.803)  -0.30
C (-0.164, 12.883, -21.166)  -0.53
C (-1.041, 13.045, -19.907)  -0.52
O (-1.645, 11.827, -19.534)  -0.21
C (-2.710, 12.021, -18.589)  -0.53
C (-2.982, 10.576, -18.021)  -0.43
O (-3.608, 10.588, -16.716)  -0.36
C (-4.363, 9.433, -16.502)  -0.66
H (2.987, 11.772, -21.548)  0.27
H (2.394, 13.208, -22.222)  0.31
H (1.760, 11.550, -22.684)  0.31
H (-0.704, 12.309, -21.919)  0.31
H (0.035, 13.877, -21.566)  0.38
H (-1.753, 13.802, -20.237)  0.33
H (-0.470, 13.410, -19.054)  0.34
H (-3.612, 12.475, -18.999)  0.29
H (-2.413, 12.619, -17.728)  0.33
H (-2.034, 10.050, -17.904)  0.33
H (-3.530, 10.035, -18.792)  0.28
H (-5.055, 9.289, -17.332)  0.30
H (-4.878, 9.463, -15.542)  0.26
H (-3.670, 8.607, -16.666)  0.29
O (-0.977, 5.446, -18.251)  -0.59
C (-0.791, 4.279, -18.705)  0.72
O (-0.195, 3.253, -18.069)  -0.26
C (0.305, 3.422, -16.747)  -0.02
C (1.733, 3.941, -16.680)  -1.29
C (-1.297, 3.839, -20.083)  -1.05
H (0.401, 2.446, -16.271)  0.25
H (-0.362, 4.022, -16.128)  0.27
H (2.075, 3.738, -15.665)  0.39
H (1.904, 5.005, -16.841)  0.33
H (2.408, 3.423, -17.362)  0.33
H (-1.623, 4.705, -20.660)  0.31
H (-2.170, 3.207, -19.924)  0.25
H (-0.617, 3.224, -20.672)  0.36
O (1.087, -5.114, -15.087)  -0.62
C (1.121, -6.375, -15.021)  0.70
O (1.997, -7.135, -14.332)  -0.27
C (2.863, -6.549, -13.427)  0.04
C (3.743, -7.708, -12.960)  -1.27
C (0.146, -7.154, -15.812)  -0.97
H (2.353, -6.139, -12.556)  0.14
H (3.483, -5.775, -13.880)  0.28
H (4.384, -7.981, -13.798)  0.35
H (3.196, -8.643, -12.843)  0.33
H (4.273, -7.347, -12.079)  0.37
H (0.500, -7.457, -16.797)  0.28
H (-0.761, -6.601, -16.058)  0.30
H (-0.097, -8.041, -15.228)  0.33
O (-7.079, -7.124, -17.130)  -0.60
C (-5.863, -7.426, -16.998)  0.71
O (-5.051, -6.898, -16.045)  -0.17
C (-5.598, -6.014, -15.071)  -0.34
C (-4.548, -6.024, -13.965)  -1.05
C (-5.157, -8.477, -17.783)  -0.94
H (-6.617, -6.299, -14.805)  0.36
H (-5.772, -5.021, -15.485)  0.27
H (-4.876, -5.527, -13.052)  0.40
H (-3.636, -5.516, -14.278)  0.25
H (-4.301, -7.054, -13.709)  0.28
H (-4.411, -8.003, -18.420)  0.22
H (-5.938, -8.893, -18.420)  0.33
H (-4.669, -9.201, -17.131)  0.29
O (-4.916, 0.853, -13.082)  -0.60
C (-3.949, 1.557, -13.438)  0.74
O (-2.882, 1.141, -14.115)  -0.25
C (-2.636, -0.232, -14.415)  -0.32
C (-2.734, -0.624, -15.916)  -0.94
C (-4.066, 3.063, -13.233)  -0.93
H (-3.275, -0.828, -13.764)  0.37
H (-1.631, -0.388, -14.023)  0.31
H (-3.718, -0.296, -16.250)  0.27
H (-2.594, -1.700, -16.023)  0.35
H (-1.933, -0.114, -16.450)  0.20
H (-5.116, 3.347, -13.293)  0.32
H (-3.394, 3.510, -13.966)  0.25
H (-3.713, 3.233, -12.216)  0.24
O (-5.978, 6.307, -20.028)  -0.54
C (-6.122, 5.174, -20.441)  0.63
O (-6.387, 3.986, -19.824)  -0.28
C (-6.431, 3.962, -18.407)  -0.09
C (-6.759, 2.554, -17.914)  -1.18
C (-6.020, 4.958, -21.987)  -0.88
H (-7.185, 4.701, -18.137)  0.27
H (-5.437, 4.304, -18.120)  0.27
H (-6.801, 2.492, -16.827)  0.40
H (-6.052, 1.839, -18.335)  0.30
H (-7.762, 2.235, -18.197)  0.28
H (-5.021, 4.527, -22.059)  0.20
H (-6.125, 5.884, -22.552)  0.31
H (-6.808, 4.304, -22.359)  0.31

Atomic forces in eV per Å
C 0.16 0.51 -0.41
C -0.11 -1.03 -0.22
C 0.21 -0.02 0.58
C 0.38 0.48 -0.59
C 0.14 -1.11 -0.20
C -0.25 1.33 0.40
H 0.20 -0.28 0.19
H 0.00 0.14 0.00
H 0.01 -0.22 0.22
H 0.06 0.12 -0.18
H 0.06 -0.30 0.50
H -0.11 -0.06 -0.17
H -0.29 0.41 0.29
H 0.18 -0.19 -0.23
H 0.06 0.46 -0.08
H -0.01 0.24 0.14
H -0.27 -0.01 0.03
H 0.01 -0.46 0.11
H 0.04 0.34 -0.03
H -0.47 -0.35 -0.36
C 0.83 1.31 -0.56
O -0.30 -0.28 0.42
C 0.16 -0.63 -0.12
C -1.26 -1.09 -0.21
O 0.41 0.84 0.26
C -0.50 0.10 0.65
C 1.16 0.37 -0.31
O -0.27 -0.02 -0.43
C -0.20 0.13 0.88
H -0.11 -0.55 -0.31
H -0.17 -0.51 -0.64
H 0.13 0.31 0.19
H 0.13 -0.13 0.33
H -0.14 0.34 0.14
H 0.22 -0.43 0.16
H -0.31 0.20 0.20
H 0.04 -0.13 -0.40
H 0.03 0.11 0.24
H 0.19 -0.20 0.13
H -0.43 0.16 0.35
H -0.12 -0.05 -0.72
H 0.16 0.31 -0.17
H 0.36 -0.14 -0.11
C -0.64 0.58 -0.37
O -0.38 -0.80 -0.41
C 0.06 -0.94 0.07
C 0.61 -0.61 0.81
O -1.28 -0.90 -1.32
C 0.28 0.93 -0.28
C -0.66 1.16 0.40
O -0.90 0.40 1.14
C 0.28 -0.44 0.07
H 0.09 0.20 -0.25
H 0.05 -0.44 0.12
H -0.05 0.27 0.36
H 0.67 0.38 -0.55
H 0.07 -0.10 0.48
H -0.07 0.12 0.56
H 0.29 0.43 -0.27
H -0.30 -0.04 0.07
H 0.25 -0.11 -0.11
H 0.63 -0.06 -0.06
H 0.69 -0.09 -0.18
H -0.04 -0.10 -0.34
H 0.19 0.14 -0.09
H 0.15 0.05 0.16
C -0.87 -0.71 -0.02
O 0.46 0.89 0.30
C 1.86 0.00 -0.59
C -1.46 -0.15 0.35
O 0.38 -0.21 0.18
C 0.02 -1.17 0.28
C -1.41 -0.94 -0.13
O 1.02 0.17 -0.02
C -0.14 0.43 0.03
H -0.07 0.07 -0.53
H -0.13 0.46 0.32
H -0.13 0.06 -0.05
H -0.29 -0.09 0.03
H -0.38 0.59 0.20
H -0.01 -0.33 -0.21
H 0.04 0.10 0.18
H 0.27 0.44 0.24
H 0.53 0.42 -0.13
H 0.04 -0.16 -0.53
H 0.24 -0.02 0.47
H 0.22 0.14 -0.21
H -0.03 -0.06 -0.13
H -0.13 0.12 -0.08
C -0.10 -0.27 0.57
O 0.70 0.16 -1.49
C -0.56 -0.55 1.26
C -0.59 0.80 -0.30
O 0.07 -0.47 -0.02
C 2.03 0.40 0.97
C 0.26 -0.02 -0.49
O -1.89 0.64 0.31
C 1.59 -0.27 -0.79
H -0.14 -0.36 0.44
H 0.11 -0.32 -0.31
H 0.09 0.00 -0.31
H 0.44 0.18 0.74
H -0.85 0.35 -0.05
H 0.46 -0.47 0.02
H -0.38 0.37 -0.29
H 0.17 -0.22 0.00
H -0.19 0.16 0.11
H -0.11 -0.49 -0.73
H -0.10 0.79 -0.33
H 0.21 -0.27 0.24
H -0.71 -0.23 0.23
H -0.50 0.09 0.23
C -1.72 -0.59 0.20
O 1.80 1.58 1.09
C -2.00 -0.45 -1.16
C 0.52 -1.37 0.25
O 0.39 -0.01 1.26
C 0.78 1.00 0.00
C -0.11 -0.18 0.49
O 0.01 -1.26 -0.64
C -1.57 0.29 -0.42
H 0.13 0.30 -0.03
H -0.12 0.35 -0.18
H 0.33 -0.21 -0.20
H 0.23 0.14 0.03
H -0.05 -0.14 0.10
H 0.27 0.00 -0.15
H 0.10 0.15 0.32
H 0.25 -0.17 -0.43
H -0.19 0.12 -0.38
H -0.16 0.35 0.32
H 0.22 -0.28 -0.47
H 0.15 0.73 0.12
H 0.25 -0.14 0.08
H 0.43 -0.23 -0.24
C -1.17 0.90 -0.41
O 0.04 -1.06 -0.11
C -0.27 0.25 0.38
C -0.63 1.24 1.34
O 0.66 -0.34 0.86
C -0.79 0.21 -0.66
C -0.22 -0.29 -1.41
O 0.20 0.63 -0.50
C 0.74 0.10 0.68
H -0.28 0.31 0.27
H -0.39 -0.36 0.19
H 0.79 -0.58 0.20
H 1.19 -0.31 -0.41
H -0.18 -0.20 -0.01
H 0.06 -0.19 -0.97
H 0.03 0.28 -0.02
H -0.44 0.23 -0.03
H 0.29 -0.29 -0.18
H 0.42 0.15 0.33
H -0.30 -0.41 0.36
H -0.11 -0.22 0.23
H -0.05 -0.14 0.07
H 0.40 0.06 -0.20
C 0.05 -0.21 0.83
O 0.37 -0.40 -0.91
C 0.80 0.02 1.19
C 0.62 -0.27 -1.05
O -1.01 0.52 0.16
C 0.58 -1.89 1.11
C 0.19 0.81 0.23
O 0.06 1.44 -1.12
C 0.43 -0.54 -1.18
H -0.20 -0.10 0.76
H -0.55 0.23 -0.38
H -0.59 0.37 -0.27
H 0.05 -0.29 -0.05
H -0.16 0.27 -0.14
H -0.56 0.08 0.38
H 0.23 0.31 -0.10
H 0.03 -0.06 -0.41
H 0.35 0.30 -0.03
H 0.26 0.16 -0.16
H -0.52 -0.21 0.27
H -0.66 0.17 0.12
H 0.31 -0.06 -0.09
H -0.08 -0.68 0.85
O 0.90 -4.32 -1.16
C -0.68 3.23 0.55
O -0.32 0.32 -0.29
C 0.88 0.37 0.75
C 0.35 0.44 0.05
C -0.22 0.17 0.40
H -0.67 -0.30 -0.48
H -0.11 0.12 -0.28
H 0.14 -0.03 0.06
H -0.49 0.07 -0.14
H -0.17 -0.26 -0.03
H 0.18 -0.01 0.17
H -0.13 -0.01 0.13
H 0.31 0.19 0.30
O 0.90 -3.83 1.08
C -0.06 4.31 -0.93
O -2.08 0.30 -1.54
C 1.34 -0.34 1.31
C 0.08 0.39 -0.80
C -0.70 -1.08 -0.13
H -0.40 0.20 -0.22
H -0.18 0.12 -0.10
H 0.63 0.30 0.22
H -0.38 0.34 0.77
H 0.29 -0.63 -0.05
H 0.56 -0.14 0.18
H 0.16 0.26 0.53
H -0.19 -0.19 -0.31
O 3.98 -0.73 0.46
C -3.22 1.17 0.92
O -0.63 -0.49 -1.23
C -0.03 0.52 0.33
C -0.38 0.16 0.26
C -0.46 0.33 -0.55
H 0.21 -0.60 0.34
H 0.46 0.13 -0.25
H -0.21 0.04 -0.07
H -0.01 -0.09 -0.17
H 0.00 0.01 -0.01
H 0.12 -0.05 0.04
H 0.34 -0.40 0.04
H -0.14 0.02 -0.11
O 2.75 0.74 -0.78
C -3.94 -1.08 0.43
O 0.18 1.05 -0.36
C 0.25 -1.14 0.60
C 0.01 1.02 1.45
C 1.12 -1.17 -0.14
H -0.32 -0.09 -0.33
H 0.17 -0.11 -0.29
H 0.09 -0.23 -0.38
H -0.17 0.07 0.05
H -0.20 0.03 -0.22
H 0.28 -0.01 -0.20
H -0.27 0.57 0.21
H 0.09 0.36 -0.04
O -0.20 -1.77 1.30
C -0.56 0.89 -2.52
O 0.21 0.79 -1.22
C 0.00 0.32 0.41
C -0.27 0.28 -0.30
C -0.32 -0.27 1.35
H 0.10 -0.04 0.54
H -0.12 -0.03 0.71
H 0.52 0.17 0.03
H 0.05 -0.03 0.23
H -0.02 0.16 -0.42
H -0.09 -0.15 -0.74
H 0.39 0.10 0.48
H 0.34 -0.42 0.18